Formula: C2H2Cl3NSi
Source: the Open Molecules 2025 dataset
Level of theory: the ωB97M-V functional and the def2-TZVPD basis

Summary:
energy relative to the best compared isomer or geometry (same formula, charge and spin): 0.0 kJ/mol
E: -1802.38676 Eh
frontier orbital gap: 11.71 eV
structure (SMILES): N#CC[Si](Cl)(Cl)Cl
LUMO level: 0.3 eV
highest occupied orbital energy: -11.3713 eV
max |F|: 5.59 eV/Å

Structure (XYZ):
```
9
C2H2Cl3NSi | the Open Molecules 2025 dataset | the ωB97M-V functional and the def2-TZVPD basis
N -1.393 -2.023 -1.074
C -0.441 -1.517 -0.702
C 0.683 -0.624 -0.300
Si -0.174 0.973 0.445
Cl 1.336 1.845 1.477
Cl -0.839 2.228 -0.973
Cl -1.554 0.589 1.824
H 1.104 -0.333 -1.153
H 1.278 -1.136 0.456
```

=====

Formula: C2H2Cl3OP
Source: the Open Molecules 2025 dataset
Level of theory: the ωB97M-V functional and the def2-TZVPD basis

Summary:
energy relative to the best compared isomer or geometry (same formula, charge and spin): 189.7 kJ/mol
E: -1874.56576 Eh
frontier orbital gap: 8.56 eV
LUMO level: -1.1 eV
highest occupied orbital energy: -9.6915 eV
max |F|: 3.14 eV/Å

Structure (XYZ):
```
9
C2H2Cl3OP | the Open Molecules 2025 dataset | the ωB97M-V functional and the def2-TZVPD basis
C -0.013 0.523 -0.418
C -1.186 -0.119 0.183
O 1.617 -0.780 1.378
P 1.506 -0.066 0.118
Cl 3.359 0.543 -0.501
Cl -2.559 0.991 0.033
Cl -1.608 -1.681 -0.629
H -0.075 0.947 -1.402
H -1.042 -0.359 1.237
```

=====

Formula: C2H2Cl4Si
Source: the Open Molecules 2025 dataset
Level of theory: the ωB97M-V functional and the def2-TZVPD basis

Summary:
energy relative to the best compared isomer or geometry (same formula, charge and spin): 398.4 kJ/mol
E: -2207.66367 Eh
frontier orbital gap (alpha / beta): 7.25 / 8.42 eV
LUMO level (alpha / beta): -1.2 / -1.4 eV
highest occupied orbital energy (alpha / beta): -8.4645 / -9.8312 eV
max |F|: 1.61 eV/Å

Structure (XYZ):
```
9
C2H2Cl4Si | the Open Molecules 2025 dataset | the ωB97M-V functional and the def2-TZVPD basis
C -0.017 -0.419 0.433
C 0.800 0.522 0.133
Si -3.554 0.019 0.074
Cl 2.574 0.259 0.045
Cl -3.972 -0.486 -1.823
Cl -4.634 -1.043 1.386
Cl -3.760 1.997 0.376
H 0.061 -1.454 0.675
H 0.564 1.545 -0.093
```

=====

Formula: C2H2Cl4Si
Source: the Open Molecules 2025 dataset
Level of theory: the ωB97M-V functional and the def2-TZVPD basis

Summary:
energy relative to the best compared isomer or geometry (same formula, charge and spin): 86.0 kJ/mol
E: -2207.78263 Eh
frontier orbital gap: 11.82 eV
structure (SMILES): C#C[Si](Cl)(Cl)Cl.Cl
LUMO level: 0.5 eV
highest occupied orbital energy: -11.3098 eV
max |F|: 1.21 eV/Å

Structure (XYZ):
```
9
C2H2Cl4Si | the Open Molecules 2025 dataset | the ωB97M-V functional and the def2-TZVPD basis
C 0.018 1.362 0.999
C -0.373 0.777 0.021
Si -0.913 -0.156 -1.482
Cl 0.198 -1.836 -1.597
Cl -0.623 0.988 -3.116
Cl -2.866 -0.610 -1.257
H 0.316 1.847 1.883
Cl 2.623 -1.441 2.576
H 1.619 -0.932 1.973
```

=====

Formula: C2H2Cl4Si
Source: the Open Molecules 2025 dataset
Level of theory: the ωB97M-V functional and the def2-TZVPD basis

Summary:
energy relative to the best compared isomer or geometry (same formula, charge and spin): 249.4 kJ/mol
E: -2207.72042 Eh
frontier orbital gap: 9.09 eV
LUMO level: -0.4 eV
highest occupied orbital energy: -9.5377 eV
max |F|: 4.39 eV/Å

Structure (XYZ):
```
9
C2H2Cl4Si | the Open Molecules 2025 dataset | the ωB97M-V functional and the def2-TZVPD basis
C 0.891 -0.070 0.566
C 1.704 0.150 -0.427
Si -1.708 0.085 0.039
Cl 3.412 -0.060 -0.428
Cl -2.458 1.913 0.386
Cl -2.111 -0.844 -1.684
Cl -2.203 -1.243 1.356
H 1.160 -0.459 1.547
H 1.314 0.527 -1.354
```

=====

Formula: C2H2Cl6O
Source: the Open Molecules 2025 dataset
Level of theory: the ωB97M-V functional and the def2-TZVPD basis

Summary:
E: -2913.77898 Eh
frontier orbital gap: 11.30 eV
structure (SMILES): ClC(Cl)(Cl)C(Cl)(Cl)Cl.O
LUMO level: 0.1 eV
highest occupied orbital energy: -11.2375 eV
max |F|: 1.46 eV/Å

Structure (XYZ):
```
11
C2H2Cl6O | the Open Molecules 2025 dataset | the ωB97M-V functional and the def2-TZVPD basis
Cl -2.036 2.157 -0.500
C -0.873 0.840 -0.299
Cl -0.155 1.232 1.322
Cl 0.392 0.863 -1.562
C -1.580 -0.529 -0.224
Cl -2.748 -0.518 1.056
Cl -0.341 -1.860 0.089
Cl -2.352 -0.941 -1.760
O 3.597 -0.289 0.732
H 2.763 -0.216 1.249
H 3.333 -0.739 -0.102
```

=====

Formula: C2H2ClF
Source: the Open Molecules 2025 dataset
Level of theory: the ωB97M-V functional and the def2-TZVPD basis

Summary:
energy relative to the best compared isomer or geometry (same formula, charge and spin): 159.7 kJ/mol
E: -637.37489 Eh
frontier orbital gap: 10.86 eV
structure (SMILES): C#CCl.F
LUMO level: 0.8 eV
highest occupied orbital energy: -10.0866 eV
max |F|: 1.47 eV/Å

Structure (XYZ):
```
6
C2H2ClF | the Open Molecules 2025 dataset | the ωB97M-V functional and the def2-TZVPD basis
C -1.610 1.657 -0.429
C -2.339 0.762 -0.075
Cl -3.387 -0.457 0.317
H -1.213 2.597 -0.704
F -0.202 -2.358 -0.253
H 0.432 -2.447 0.431
```

=====

Formula: C2H2ClF2I
Source: the Open Molecules 2025 dataset
Level of theory: the ωB97M-V functional and the def2-TZVPD basis

Summary:
energy relative to the best compared isomer or geometry (same formula, charge and spin): 409.5 kJ/mol
E: -1034.85875 Eh
frontier orbital gap (alpha / beta): 7.43 / 7.47 eV
LUMO level (alpha / beta): -2.5 / -2.5 eV
highest occupied orbital energy (alpha / beta): -9.9140 / -9.9492 eV
max |F|: 6.80 eV/Å

Structure (XYZ):
```
8
C2H2ClF2I | the Open Molecules 2025 dataset | the ωB97M-V functional and the def2-TZVPD basis
C 0.519 -0.800 -0.571
C 0.234 -2.272 -0.652
F -2.794 -2.370 0.631
F 0.301 -2.900 -1.833
Cl -0.779 -2.830 0.523
I 2.574 -0.110 0.273
H -0.213 -0.303 -0.128
H 0.612 -0.417 -1.646
```

=====

Formula: C2H2ClF3N2S
Source: the Open Molecules 2025 dataset
Level of theory: the ωB97M-V functional and the def2-TZVPD basis

Summary:
E: -1344.71647 Eh
frontier orbital gap (alpha / beta): 6.34 / 7.84 eV
LUMO level (alpha / beta): 0.1 / -3.4 eV
multiplicity: 3
highest occupied orbital energy (alpha / beta): -6.2416 / -11.2105 eV
max |F|: 5.33 eV/Å

Structure (XYZ):
```
11
C2H2ClF3N2S | the Open Molecules 2025 dataset | the ωB97M-V functional and the def2-TZVPD basis
C 1.387 0.915 -0.624
C -1.576 -1.015 0.295
N 1.571 1.036 0.611
N -0.448 -0.302 0.002
F -1.366 -2.093 1.122
F -2.564 -0.492 1.062
F -2.214 -1.580 -0.764
S 0.279 0.092 -1.479
Cl 2.548 1.909 -1.818
H 2.477 1.395 0.775
H -0.094 0.134 0.818
```

=====

Formula: C2H2ClFNO2
Source: the Open Molecules 2025 dataset
Level of theory: the ωB97M-V functional and the def2-TZVPD basis

Summary:
energy relative to the best compared isomer or geometry (same formula, charge and spin): 46.8 kJ/mol
E: -842.55494 Eh
frontier orbital gap (alpha / beta): 6.50 / 8.07 eV
LUMO level (alpha / beta): 3.6 / 3.5 eV
multiplicity: 3
charge: -1
highest occupied orbital energy (alpha / beta): -2.8685 / -4.5469 eV
max |F|: 4.59 eV/Å

Structure (XYZ):
```
9
C2H2ClFNO2 | the Open Molecules 2025 dataset | the ωB97M-V functional and the def2-TZVPD basis
C -1.024 2.174 0.463
C 0.451 -0.732 0.924
N -0.594 1.182 1.548
O -1.278 3.199 0.994
O -0.956 1.717 -0.635
F -1.621 0.554 2.391
Cl 2.019 -0.295 0.627
H 0.147 -1.432 1.694
H -0.328 -0.771 0.181
```

=====

Formula: C2H2ClFO2
Source: the Open Molecules 2025 dataset
Level of theory: the ωB97M-V functional and the def2-TZVPD basis

Summary:
energy relative to the best compared isomer or geometry (same formula, charge and spin): 402.1 kJ/mol
E: -787.80221 Eh
frontier orbital gap: 9.47 eV
structure (SMILES): O=C=CF.OCl
LUMO level: -0.4 eV
highest occupied orbital energy: -9.8979 eV
max |F|: 3.50 eV/Å

Structure (XYZ):
```
8
C2H2ClFO2 | the Open Molecules 2025 dataset | the ωB97M-V functional and the def2-TZVPD basis
O 0.527 2.208 -1.200
C 0.489 1.418 -0.330
C 0.694 0.536 0.600
F 0.117 -0.731 0.398
H 1.443 0.727 1.288
O -1.247 -0.626 -2.055
Cl -2.806 -0.039 -1.923
H -0.848 -0.904 -1.256
```

=====

Formula: C2H2ClI
Source: the Open Molecules 2025 dataset
Level of theory: the ωB97M-V functional and the def2-TZVPD basis

Summary:
energy relative to the best compared isomer or geometry (same formula, charge and spin): 337.6 kJ/mol
E: -835.11919 Eh
frontier orbital gap (alpha / beta): 5.35 / 5.35 eV
LUMO level (alpha / beta): -3.8 / -3.8 eV
highest occupied orbital energy (alpha / beta): -9.1066 / -9.1048 eV
max |F|: 3.74 eV/Å

Structure (XYZ):
```
6
C2H2ClI | the Open Molecules 2025 dataset | the ωB97M-V functional and the def2-TZVPD basis
C 0.489 -0.442 0.094
C -0.096 0.476 -0.528
Cl 2.334 -0.691 0.091
I -3.473 -0.200 0.084
H 0.325 -1.234 0.827
H -0.348 1.317 -1.065
```